(1)
{
  "formula": "C20H24F2N4O2S",
  "method": "ωB97M-V/def2-TZVPD",
  "elements": ["C", "H", "H", "H", "C", "C", "N", "C", "C", "S", "H", "C", "N", "C", "O", "C", "H", "H", "C", "N", "C", "C", "N", "C", "O", "H", "H", "H", "H", "H", "C", "C", "C", "C", "C", "C", "C", "H", "H", "H", "F", "F", "H", "H", "H", "H", "H", "H", "C", "H", "H", "H", "H"],
  "xyz": [[-6.951699, -1.556513, -0.125244], [-7.122627, -0.793464, -0.927677], [-6.247029, -2.213961, -0.751045], [-7.854645, -2.052823, 0.141877], [-6.171714, -1.136848, 0.789993], [-4.991460, -0.440529, 0.479921], [-4.286578, -0.980108, -0.324999], [-3.103447, -0.091743, -0.856010], [-3.016792, 1.027237, -0.057511], [-4.262402, 1.087573, 1.103847], [-2.259766, 1.953456, 0.049923], [-2.242614, -0.479233, -1.904515], [-0.853047, -0.062713, -1.893116], [0.296095, -0.408380, -1.416706], [0.367702, -1.710321, -1.397279], [1.385148, 0.424410, -1.196851], [2.407284, -0.293554, -1.225714], [1.460359, 1.055056, -2.115369], [1.413419, 1.409967, -0.078832], [2.454473, 1.479015, 0.920891], [3.458282, 2.245561, 0.102807], [2.855173, 3.776761, 0.322762], [1.641831, 3.811757, -0.351335], [0.729843, 2.719559, -0.279367], [-0.336817, 2.973327, -1.150267], [1.355468, 4.614416, -0.704156], [2.945831, 3.886811, 1.189615], [3.662909, 4.487013, -0.460542], [3.677083, 1.887525, -0.716600], [4.442951, 2.182522, 0.870549], [2.923628, 0.398231, 1.532557], [3.705076, -0.791121, 0.742359], [5.151509, -0.611217, 0.821639], [5.864959, -1.728442, 0.117387], [5.256058, -2.757670, -0.459399], [3.955488, -2.622825, -0.348193], [3.177397, -1.873221, 0.103735], [2.077297, -1.982096, 0.576283], [3.410382, -3.626990, -0.828652], [5.789317, -3.286686, -0.877326], [7.304925, -1.535159, 0.247379], [5.604258, 0.461173, 1.639199], [1.916376, -0.226985, 2.016127], [3.451702, 0.540513, 2.445576], [0.422378, 0.906429, 0.531885], [-0.745091, 1.069516, -1.782655], [-2.535855, -0.552470, -2.737494], [-1.801138, -1.788225, -1.625539], [-5.820338, -1.942611, 1.873541], [-5.378111, -2.746583, 1.562004], [-6.730330, -2.431603, 2.325671], [-5.258719, -1.560290, 2.749848], [-6.594395, -0.113441, 1.335015]],
  "forces_ev_per_angstrom": [[-4.1, -3.8, -11.5], [-0.5, -0.3, 0.8], [-1.4, -0.2, 0.5], [-0.6, -0.4, 0.3], [2.2, 10.6, 11.0], [1.6, 3.8, 1.0], [7.0, -0.6, -7.6], [-3.1, 0.9, 4.8], [1.4, 0.8, -0.3], [-1.4, -0.1, 0.6], [-1.6, -2.5, -0.9], [8.3, -6.4, 11.1], [-1.8, 10.8, -0.1], [-2.7, -10.9, -0.7], [1.8, 2.5, 1.2], [6.6, 1.5, -2.5], [-3.0, 2.2, 0.2], [0.2, -0.5, 0.1], [-6.4, -2.9, 5.7], [-0.3, 4.3, -4.8], [0.4, 5.7, 14.0], [4.9, -3.1, -17.2], [-1.7, -6.1, 3.4], [-1.0, 5.0, -8.6], [4.2, -2.5, 5.3], [-2.2, 4.3, -1.9], [0.9, 2.5, 13.1], [-2.3, -1.7, 2.9], [1.9, -3.3, -8.6], [-2.2, 0.5, -2.6], [-2.4, -8.4, 2.2], [4.0, 5.7, 2.7], [-3.0, -2.0, -0.9], [4.0, 6.2, 4.2], [-4.3, 10.8, 7.0], [2.4, -16.9, -9.4], [-12.3, 10.2, 9.3], [2.1, -0.5, -2.5], [1.2, 2.2, 1.1], [8.5, -10.5, -7.6], [-2.8, -1.1, -0.7], [0.2, -2.6, -2.1], [2.3, 1.6, -1.4], [0.7, 0.9, 0.4], [2.2, 1.1, -0.6], [-1.3, -2.5, -0.9], [-4.4, -0.7, -11.7], [-2.0, 3.2, -0.8], [-3.2, -0.8, 6.5], [3.4, -4.7, -2.0], [0.4, 0.7, -0.1], [-0.2, 0.3, -0.9], [-0.7, -2.1, -0.6]],
  "lowdin_charge": [-0.10, 0.13, 0.14, 0.10, -0.65, -0.65, 0.14, -0.24, -0.40, 1.00, 0.11, -0.11, 0.07, -0.54, -0.04, -0.09, 0.20, 0.16, -0.26, -0.14, -0.04, -0.10, 0.08, -0.17, -0.11, 0.08, -0.02, 0.21, 0.02, 0.18, -0.17, -0.09, -0.02, -0.06, 0.02, -0.19, -0.18, 0.20, 0.20, 0.02, -0.02, 0.00, 0.19, 0.10, 0.22, 0.17, 0.00, 0.25, -0.08, 0.04, 0.12, 0.12, 0.18],
  "orbital_gap_ev": 8.199,
  "homo_energy_ev": -8.442
}

(2)
{
  "formula": "CHF2NO3",
  "method": "ωB97M-V/def2-TZVPD",
  "elements": ["C", "N", "O", "O", "O", "F", "F", "H"],
  "xyz": [[0.012146, -0.583091, -0.023018], [0.914047, 0.661131, -0.087472], [2.051872, 0.375143, -0.294657], [0.401967, 1.718644, 0.099483], [-1.641109, -0.026239, 0.683944], [-0.223998, -1.086820, -1.163456], [0.403514, -1.387159, 0.936969], [-1.918440, 0.328390, -0.151792]],
  "forces_ev_per_angstrom": [[-4.8, 2.0, 4.5], [-1.2, -0.9, 0.3], [1.3, 0.0, -0.3], [0.1, 0.7, -0.2], [4.9, -1.9, -1.6], [0.3, -0.7, -0.9], [0.2, 0.2, -1.3], [-0.8, 0.6, -0.6]],
  "lowdin_charge": [-0.37, -0.34, 0.15, 0.15, -0.05, 0.25, 0.20, 0.01],
  "orbital_gap_ev": 10.874,
  "homo_energy_ev": -11.492
}

(3)
{
  "formula": "C32H34BrF2N4OTi",
  "method": "ωB97M-V/def2-TZVPD",
  "elements": ["Ti", "O", "C", "C", "C", "C", "C", "C", "N", "H", "H", "H", "H", "H", "H", "H", "C", "C", "C", "C", "N", "C", "C", "C", "C", "C", "C", "C", "H", "H", "H", "H", "H", "H", "H", "H", "Br", "C", "C", "C", "C", "C", "C", "C", "C", "C", "C", "H", "H", "H", "H", "H", "H", "F", "C", "F", "H", "C", "C", "C", "C", "N", "N", "H", "H", "H", "H", "H", "H", "H", "H", "H", "H", "H", "H"],
  "xyz": [[-0.619666, 0.266992, 0.750175], [-0.828293, -0.405757, -2.378674], [-0.529058, 0.359874, -3.522045], [-0.113575, 1.771545, -3.170693], [0.627798, 2.565974, -4.038904], [0.962994, 3.844369, -3.633432], [0.550448, 4.286511, -2.383881], [-0.188168, 3.425473, -1.591004], [-0.512884, 2.194497, -1.982720], [-1.194715, 0.214006, -1.714155], [-1.391098, 0.398546, -4.202094], [0.286971, -0.137965, -4.052511], [0.946485, 2.177316, -4.998488], [1.552245, 4.485944, -4.277249], [0.806264, 5.272010, -2.019846], [-0.517843, 3.712094, -0.598419], [3.412173, 1.312911, -0.715894], [3.828100, 2.173795, 0.323266], [2.824999, 2.657832, 1.170454], [1.520412, 2.233006, 1.056861], [1.172978, 1.181847, 0.195917], [2.124362, 0.866532, -0.749462], [0.393942, 2.809368, 1.810104], [0.525901, 4.017724, 2.506235], [-0.550530, 4.558088, 3.186054], [-1.773201, 3.891914, 3.171633], [-1.900975, 2.705272, 2.463940], [-0.842140, 2.130213, 1.750721], [4.094794, 0.998760, -1.497449], [4.853455, 2.504348, 0.413564], [3.067325, 3.394804, 1.924788], [1.780830, 0.228491, -1.554129], [1.468853, 4.552551, 2.505301], [-0.440824, 5.495388, 3.720023], [-2.622499, 4.299481, 3.709853], [-2.864354, 2.203798, 2.479523], [-3.507808, 1.509459, -0.354038], [-4.267603, -0.199510, -0.628699], [-5.484262, -0.251652, -1.244941], [-6.116573, -1.495382, -1.441553], [-5.513570, -2.630846, -0.992268], [-4.255585, -2.581910, -0.340306], [-3.680753, -3.774109, 0.159044], [-2.499201, -3.717857, 0.830726], [-1.826367, -2.482928, 0.981959], [-2.281736, -1.273530, 0.484443], [-3.567673, -1.347147, -0.157165], [-5.960835, 0.662576, -1.571486], [-7.081751, -1.533608, -1.931128], [-5.991932, -3.596503, -1.114264], [-4.209431, -4.710063, 0.014805], [-2.059024, -4.619271, 1.244264], [-0.892191, -2.522239, 1.531454], [-1.148723, -0.274345, 3.626745], [-0.081692, -0.516464, 2.742303], [1.016838, 0.147017, 3.319570], [0.154460, -1.576000, 2.899931], [3.673693, -3.013524, 1.925110], [2.883213, -2.947749, 0.621923], [3.796217, -2.440886, -0.501765], [2.333496, -4.327618, 0.273425], [1.752962, -2.049421, 0.900166], [0.898387, -1.745459, -0.192260], [4.503173, -3.717971, 1.838660], [3.022520, -3.325096, 2.742728], [4.082949, -2.031752, 2.175220], [4.692051, -3.062210, -0.575612], [4.100543, -1.410607, -0.309378], [3.303223, -2.474698, -1.477180], [3.147576, -5.048798, 0.174208], [1.786373, -4.310321, -0.671415], [1.654917, -4.668825, 1.057512], [2.091600, -1.159014, 1.257323], [0.207241, -2.477763, -0.294057], [1.413801, -1.651551, -1.061342]],
  "forces_ev_per_angstrom": [[0.3, -0.4, 0.4], [-0.1, 0.1, 0.0], [0.1, 0.0, 0.1], [0.0, 0.0, 0.0], [0.0, 0.0, 0.0], [0.0, 0.0, 0.0], [0.0, 0.0, 0.0], [0.0, 0.0, 0.0], [-0.2, 0.0, 0.0], [0.0, -0.2, -0.5], [0.0, 0.0, 0.0], [0.0, 0.0, 0.0], [0.0, 0.0, 0.0], [0.0, 0.0, 0.0], [0.0, 0.0, 0.0], [0.0, 0.0, 0.0], [0.0, 0.0, -0.1], [0.0, 0.0, 0.0], [0.1, 0.0, -0.1], [-0.1, 0.1, 0.0], [0.1, 0.2, 0.3], [-0.1, 0.0, 0.0], [0.1, 0.1, -0.1], [0.0, 0.0, 0.1], [0.0, 0.0, 0.0], [0.0, 0.0, 0.0], [0.0, 0.0, 0.0], [0.2, 0.3, 0.0], [0.0, 0.0, 0.0], [0.0, 0.0, 0.0], [0.0, 0.0, 0.0], [0.0, 0.0, 0.0], [0.0, 0.0, 0.0], [0.0, 0.0, 0.0], [0.0, 0.0, 0.0], [0.0, 0.0, 0.0], [0.2, 0.0, 0.0], [0.0, -0.1, -0.1], [0.0, 0.0, 0.0], [0.0, 0.0, 0.0], [0.0, 0.0, 0.0], [0.0, -0.1, 0.0], [0.0, 0.0, 0.0], [0.0, 0.0, 0.0], [-0.1, -0.1, 0.0], [0.0, -0.2, -0.2], [0.0, 0.1, 0.0], [0.0, 0.0, 0.0], [0.0, 0.0, 0.0], [0.0, 0.0, 0.0], [0.0, 0.0, 0.0], [0.0, 0.0, 0.0], [0.0, 0.0, -0.1], [0.0, 0.0, 0.0], [0.0, 0.0, 0.0], [0.0, 0.0, 0.0], [0.0, 0.0, 0.0], [0.0, 0.0, 0.0], [0.0, 0.0, 0.0], [0.0, 0.0, 0.0], [0.0, 0.0, 0.0], [0.0, 0.0, -0.1], [-0.2, 0.2, 0.3], [0.0, 0.0, 0.0], [0.0, 0.0, 0.0], [0.0, 0.0, 0.0], [0.0, 0.0, 0.0], [0.0, 0.0, 0.0], [0.0, 0.0, 0.0], [0.0, 0.0, 0.0], [0.0, 0.0, 0.0], [0.0, 0.0, 0.0], [0.0, 0.0, 0.0], [0.0, 0.0, -0.1], [-0.1, 0.1, -0.1]],
  "lowdin_charge": [0.88, -0.09, -0.20, -0.27, -0.03, -0.08, -0.05, -0.11, 0.10, 0.01, 0.12, 0.12, 0.11, 0.10, 0.10, 0.11, -0.13, -0.12, -0.06, -0.26, -0.07, -0.20, -0.24, -0.06, -0.12, -0.12, -0.16, -0.21, 0.09, 0.07, 0.09, 0.08, 0.09, 0.08, 0.09, 0.07, 0.88, -0.59, -0.15, -0.10, -0.06, -0.18, -0.06, -0.09, -0.16, -0.15, -0.22, 0.09, 0.09, 0.10, 0.10, 0.10, 0.05, -0.09, -0.38, -0.08, 0.06, -0.05, -0.63, -0.05, -0.05, -0.05, 0.01, 0.08, 0.08, 0.09, 0.08, 0.07, 0.07, 0.08, 0.07, 0.08, 0.10, 0.07, 0.06],
  "orbital_gap_ev": [4.472, 7.419],
  "charge": -1,
  "multiplicity": 3,
  "homo_energy_ev": [-1.907, -4.868],
  "s2": 2.025
}

Maximum force across the listed records, respectively: 19.5 6.9 0.6 eV/A.
ΔE to the lowest compared entry with this formula, charge and spin across the listed records, respectively: 522.0 66.0 18.6 kcal/mol.